# 1
ORCA calculation (ωB97M-V/def2-TZVPD) on a molecular structure, C59H52F3N11PSW.

As for the charge: +3. The value obtained for the strongest force on any atom is 0.4 eV/A. As for the expectation value of S²: 2.017. For the HOMO energy (alpha / beta), the calculation gives -0.5569 / -0.5569 Ha. The value obtained for the calculated total energy is -108502.3691 eV. Its spin multiplicity is 3.

Each line ends with the Löwdin spin population.
Cartesian coordinates (Å):
1 W 0.24 0.03 -0.76  1.65
2 C -5.00 -1.49 0.46  0.00
3 N -3.76 -1.38 -0.31  0.01
4 C -2.67 -0.66 0.04  0.01
5 N -1.76 -0.75 -0.95  0.01
6 C -2.29 -1.54 -1.94  0.01
7 C -3.54 -1.95 -1.55  0.00
8 C -4.52 -2.79 -2.25  0.00
9 C -4.87 -2.48 -3.56  0.00
10 C -5.77 -3.28 -4.25  0.00
11 C -6.31 -4.40 -3.63  0.00
12 C -5.96 -4.72 -2.32  0.00
13 C -5.06 -3.92 -1.63  0.00
14 C -1.55 -1.87 -3.18  0.01
15 C -1.51 -0.98 -4.25  0.00
16 C -0.79 -1.29 -5.39  0.00
17 C -0.12 -2.50 -5.48  0.00
18 C -0.17 -3.40 -4.42  0.00
19 C -0.89 -3.09 -3.28  0.00
20 P -2.37 -0.03 1.72  0.01
21 C -0.90 -1.07 1.98  0.01
22 N 0.05 -1.16 1.06  0.00
23 C 0.91 -2.17 1.43  0.01
24 C 0.49 -2.67 2.64  0.00
25 N -0.66 -1.97 2.96  0.01
26 C -1.50 -2.21 4.13  0.00
27 C 1.03 -3.77 3.45  0.00
28 C 1.23 -5.02 2.86  0.00
29 C 1.76 -6.06 3.61  0.00
30 C 2.08 -5.86 4.95  0.00
31 C 1.88 -4.61 5.54  0.00
32 C 1.36 -3.57 4.79  0.00
33 C 1.96 -2.54 0.49  0.01
34 C 3.20 -3.02 0.87  0.00
35 C 4.15 -3.30 -0.10  0.01
36 C 3.87 -3.12 -1.45  0.00
37 C 2.63 -2.66 -1.84  0.00
38 C 1.68 -2.36 -0.87  0.01
39 C -1.48 1.51 1.32  0.02
40 N -0.54 1.68 0.37  0.01
41 C -0.24 3.03 0.32  0.01
42 C -0.99 3.66 1.29  0.00
43 N -1.75 2.69 1.89  0.01
44 C -2.69 2.93 2.99  0.00
45 C -1.02 5.08 1.66  0.00
46 C -2.22 5.79 1.66  0.00
47 C -2.22 7.14 1.99  0.00
48 C -1.03 7.78 2.31  0.00
49 C 0.16 7.08 2.30  0.00
50 C 0.17 5.73 1.98  0.00
51 C 0.57 3.72 -0.72  0.00
52 C -0.08 4.70 -1.47  0.00
53 C 0.60 5.42 -2.45  0.00
54 C 1.94 5.16 -2.69  0.00
55 C 2.60 4.19 -1.95  0.00
56 C 1.92 3.48 -0.97  0.00
57 H -5.18 -0.55 0.99  0.00
58 H -5.82 -1.66 -0.23  0.00
59 H -4.95 -2.31 1.17  0.00
60 H -4.44 -1.60 -4.04  0.00
61 H -6.05 -3.03 -5.26  0.00
62 H -7.01 -5.02 -4.17  0.00
63 H -6.38 -5.60 -1.85  0.00
64 H -4.77 -4.19 -0.63  0.00
65 H -2.06 -0.04 -4.19  0.00
66 H -0.77 -0.60 -6.22  0.00
67 H 0.43 -2.75 -6.37  0.00
68 H 0.33 -4.36 -4.50  0.00
69 H -0.95 -3.80 -2.46  0.00
70 H -1.41 -3.26 4.40  0.00
71 H -1.18 -1.59 4.96  0.00
72 H -2.53 -1.99 3.88  0.00
73 H 0.97 -5.18 1.82  0.00
74 H 1.91 -7.03 3.16  0.00
75 H 2.49 -6.67 5.53  0.00
76 H 2.14 -4.46 6.58  0.00
77 H 1.21 -2.60 5.25  0.00
78 H 3.43 -3.16 1.92  0.00
79 H 5.13 -3.66 0.20  0.00
80 H 4.62 -3.36 -2.20  0.00
81 H 2.38 -2.54 -2.89  0.00
82 H 0.64 -2.19 -1.22  0.01
83 H -2.28 3.71 3.63  0.00
84 H -3.65 3.26 2.61  0.00
85 H -2.82 2.02 3.56  0.00
86 H -3.15 5.31 1.39  0.00
87 H -3.15 7.70 1.98  0.00
88 H -1.04 8.84 2.56  0.00
89 H 1.09 7.58 2.55  0.00
90 H 1.11 5.18 1.96  0.00
91 H -1.13 4.91 -1.29  0.00
92 H 0.08 6.18 -3.01  0.00
93 H 2.47 5.72 -3.45  0.00
94 H 3.65 3.99 -2.12  0.00
95 H 2.48 2.75 -0.39  0.00
96 F 1.60 0.89 -5.88  0.00
97 C 1.36 2.13 -5.41  0.00
98 F 1.05 2.91 -6.44  0.00
99 F 2.50 2.57 -4.86  0.00
100 C 0.25 2.10 -4.39  0.00
101 C -0.92 2.79 -4.55  0.02
102 C -1.93 2.73 -3.59  0.00
103 C -1.71 1.97 -2.46  0.02
104 N -0.56 1.29 -2.31  0.00
105 C 0.39 1.32 -3.24  0.04
106 S 1.67 0.27 -2.70  0.02
107 H -1.07 3.39 -5.44  0.00
108 H -2.86 3.26 -3.71  0.00
109 H -2.44 1.88 -1.66  0.00
110 C 5.63 -0.74 3.23  0.00
111 C 4.68 0.28 3.85  0.00
112 C 3.40 -0.38 4.35  0.00
113 C 4.39 1.45 2.90  0.00
114 N 3.63 1.04 1.70  0.01
115 C 2.33 0.96 1.49  0.01
116 N 2.15 0.49 0.27  0.01
117 N 3.38 0.27 -0.25  0.01
118 N 4.27 0.59 0.60  0.00
119 H 5.84 -1.53 3.95  0.00
120 H 6.58 -0.29 2.94  0.00
121 H 5.20 -1.20 2.34  0.00
122 H 5.18 0.75 4.70  0.00
123 H 2.87 -0.90 3.54  0.00
124 H 2.71 0.34 4.81  0.00
125 H 3.64 -1.13 5.10  0.00
126 H 5.31 1.90 2.52  0.00
127 H 3.80 2.23 3.39  0.00
128 H 1.56 1.26 2.19  0.00

***

# 2
ORCA calculation (ωB97M-V/def2-TZVPD) on a molecular structure, C28H38BF2IN4O16P2.

As for the charge: 0. The value obtained for the strongest force on any atom is 3.6 eV/A. For the HOMO energy, the calculation gives -0.2961 Ha. The value obtained for the calculated total energy is -101161.1338 eV.

Each line ends with the Löwdin charge.
Cartesian coordinates (Å):
1 C -2.84 3.02 -3.55  -0.06
2 C -2.38 3.23 -2.12  -0.25
3 O -1.48 2.20 -1.71  -0.14
4 C -1.73 1.76 -0.40  -0.18
5 C -0.49 1.11 0.13  -0.04
6 N -0.11 -0.09 -0.69  0.07
7 C 1.09 -0.04 -1.62  -0.31
8 O 2.03 0.99 -1.42  0.02
9 C 1.98 1.93 -2.33  -0.32
10 N 1.81 2.70 -3.14  0.22
11 C 1.59 -1.48 -1.87  -0.68
12 I 2.28 -1.70 -3.88  1.20
13 P 3.19 -2.04 -0.94  0.72
14 N 4.12 -2.94 -1.81  -0.34
15 C 0.29 -2.27 -1.41  -0.42
16 O 0.89 -3.52 -1.02  -0.11
17 N -0.12 -4.50 -0.65  0.06
18 O 0.36 -5.32 0.00  0.15
19 O -0.67 -2.67 -2.33  0.08
20 C -1.23 -1.78 -3.21  -0.38
21 O -1.97 -0.91 -2.84  0.15
22 C -1.04 -1.97 -4.67  -0.20
23 C -0.68 -0.83 -5.39  -0.09
24 C -0.44 -0.90 -6.76  -0.06
25 C -0.56 -2.14 -7.38  -0.06
26 C -0.95 -3.27 -6.67  -0.06
27 C -1.19 -3.20 -5.30  -0.01
28 C -0.19 -1.48 -0.13  -0.21
29 C 0.67 -1.69 1.14  -0.13
30 C 1.73 -0.61 1.46  -0.21
31 P 1.45 0.03 3.14  0.46
32 O 1.46 -1.12 4.04  -0.21
33 O 2.49 1.15 3.51  -0.18
34 C 3.87 0.86 3.19  -0.22
35 C 4.28 1.61 1.91  -0.05
36 O 0.02 0.75 3.18  -0.22
37 C 0.00 2.14 3.64  -0.22
38 C -1.43 2.65 3.66  -0.05
39 C -1.60 -1.84 0.46  0.04
40 C -2.82 -2.03 -0.42  -0.46
41 O -3.11 -3.12 -0.83  0.16
42 O -3.61 -0.96 -0.64  0.06
43 C -4.95 -1.35 -0.91  -0.46
44 C -5.37 -1.50 -2.34  0.04
45 O -5.68 -1.55 -0.01  0.20
46 H -3.34 3.93 -3.86  0.08
47 H -3.60 2.24 -3.54  0.07
48 H -2.02 2.77 -4.21  0.07
49 H -3.27 3.26 -1.49  0.12
50 H -1.91 4.21 -2.01  0.13
51 H -1.95 2.60 0.26  0.14
52 H -2.59 1.08 -0.36  0.13
53 H 0.30 1.85 0.20  0.15
54 H -0.68 0.79 1.16  0.12
55 H -0.87 -0.09 -1.40  0.14
56 H 0.63 0.21 -2.58  0.12
57 H 2.87 -2.72 0.24  0.03
58 H 3.76 -0.81 -0.57  0.03
59 H 4.27 -3.83 -1.35  -0.01
60 H -0.57 0.12 -4.88  0.11
61 H -0.16 0.00 -7.28  0.11
62 H -0.35 -2.20 -8.44  0.11
63 H -1.02 -4.20 -7.21  0.11
64 H -1.45 -4.08 -4.73  0.13
65 H 0.03 -1.72 2.01  0.10
66 H 1.16 -2.66 1.15  0.11
67 H 2.72 -1.07 1.51  0.06
68 H 1.83 0.24 0.79  0.07
69 H 4.05 -0.21 3.13  0.11
70 H 4.45 1.23 4.03  0.12
71 H 3.38 1.92 1.40  0.06
72 H 4.82 2.51 2.18  0.08
73 H 4.91 1.00 1.26  0.07
74 H 0.57 2.77 2.96  0.11
75 H 0.40 2.19 4.64  0.11
76 H -2.16 1.84 3.68  0.08
77 H -1.64 3.34 2.84  0.06
78 H -1.57 3.22 4.57  0.08
79 H -1.46 -2.78 0.97  0.14
80 H -1.83 -1.08 1.20  0.14
81 H -6.08 -0.74 -2.63  0.10
82 H -4.52 -1.57 -3.00  0.07
83 H -5.87 -2.47 -2.38  0.10
84 B 2.31 1.42 7.15  -1.08
85 O 2.39 1.50 8.63  0.21
86 C 2.22 2.76 9.00  -0.41
87 O 2.23 3.17 10.13  0.13
88 C 2.02 3.62 7.74  -0.41
89 O 1.83 4.80 7.71  0.12
90 O 2.07 2.82 6.68  0.18
91 F 1.25 0.61 6.75  0.14
92 F 3.50 0.94 6.62  0.14

***

# 3
ORCA calculation (ωB97M-V/def2-TZVPD) on a molecular structure, C20H21AsIN3OTc.

As for the charge: +2. The value obtained for the strongest force on any atom is 0.3 eV/A. As for the expectation value of S²: 0.759. For the HOMO energy (alpha / beta), the calculation gives -0.5314 / -0.5304 Ha. As for the relative energy (zero: lowest compared OMol25 entry of this formula, charge and spin): 0.000 eV. The value obtained for the calculated total energy is -98720.1171 eV. Its spin multiplicity is 2.

Each line ends with the Löwdin spin population.
Cartesian coordinates (Å):
1 Tc 0.02 -2.12 -1.29  0.84
2 N 2.93 7.36 1.43  0.00
3 C 2.61 6.29 1.13  0.00
4 C 2.20 4.96 0.76  0.00
5 C 1.37 4.24 1.61  0.00
6 C 0.99 2.96 1.26  0.00
7 C 1.41 2.40 0.06  0.00
8 C 2.24 3.14 -0.79  0.00
9 C 2.65 4.41 -0.43  0.00
10 C 1.00 1.03 -0.32  0.00
11 C 1.31 -0.01 0.55  0.00
12 C 2.06 0.03 1.75  0.04
13 C 2.14 -1.27 2.23  0.01
14 C 1.46 -2.07 1.33  0.03
15 N 0.95 -1.34 0.31  0.01
16 C 0.32 0.85 -1.55  0.00
17 C -0.11 1.86 -2.40  -0.01
18 C -0.75 1.26 -3.51  0.00
19 C -0.69 -0.09 -3.30  -0.01
20 N -0.05 -0.39 -2.11  -0.01
21 H 1.02 4.68 2.53  0.00
22 H 0.33 2.40 1.92  0.00
23 H 2.59 2.70 -1.72  0.00
24 H 3.31 4.98 -1.08  0.00
25 H 2.51 0.91 2.17  0.00
26 H 2.66 -1.60 3.12  0.00
27 H 1.34 -3.15 1.35  0.00
28 H 0.01 2.91 -2.24  0.00
29 H -1.18 1.76 -4.35  0.00
30 H -1.07 -0.89 -3.93  0.00
31 C -2.00 -1.00 1.82  0.00
32 As -2.62 -2.50 0.82  0.01
33 C -4.26 -2.12 -0.07  0.00
34 C -2.72 -4.08 1.87  0.00
35 O -1.48 -2.86 -0.44  0.06
36 H -2.73 -0.78 2.60  0.00
37 H -1.91 -0.14 1.16  0.00
38 H -1.04 -1.25 2.26  0.00
39 H -5.04 -1.95 0.68  0.00
40 H -4.53 -2.97 -0.69  0.00
41 H -4.14 -1.23 -0.68  0.00
42 H -3.35 -3.88 2.74  0.00
43 H -1.71 -4.34 2.20  0.00
44 H -3.15 -4.88 1.28  0.00
45 I -0.12 -3.78 -3.64  0.03
46 C 1.35 -3.33 -2.17  -0.01
47 H 2.23 -2.87 -2.63  0.00
48 H 1.61 -4.22 -1.60  0.00

***

# 4
ORCA calculation (ωB97M-V/def2-TZVPD) on a gas-phase ion, C4H8NO (charge +1).

As for the charge: +1. The value obtained for the strongest force on any atom is 4.0 eV/A. For the HOMO energy (alpha / beta), the calculation gives -0.4541 / -0.4541 Ha. As for the relative energy (zero: lowest compared OMol25 entry of this formula, charge and spin): 6.037 eV. The value obtained for the calculated total energy is -7802.0661 eV.

Each line ends with the Löwdin charge.
Cartesian coordinates (Å):
1 C -2.10 0.51 -0.47  -0.05
2 C -3.28 0.89 -0.94  0.11
3 C -0.34 -0.16 1.08  -0.12
4 C 1.72 -0.23 -0.40  0.01
5 N 0.86 -0.91 0.68  0.01
6 O -1.27 -0.19 0.07  0.08
7 H -3.46 1.73 -1.52  0.05
8 H -4.27 0.72 -0.43  0.12
9 H -0.14 0.74 1.71  0.14
10 H 2.77 0.16 -0.08  0.14
11 H 1.88 -0.91 -1.33  0.13
12 H 1.12 0.54 -0.76  0.05
13 H 1.46 -1.41 1.38  0.21
14 H 0.45 -1.64 0.15  0.13

***

Which of these has the highest charge? C59H52F3N11PSW

***

Among the records above, which one has the lowest charge? C28H38BF2IN4O16P2